{"formula": "C36H58AlBeBr4CsF5N3O11PS3", "method": "wB97M-V/def2-TZVPD", "species": ["H", "C", "O", "H", "H", "C", "H", "H", "H", "C", "C", "H", "O", "H", "H", "Cs", "C", "H", "O", "C", "H", "C", "H", "H", "H", "H", "H", "C", "C", "H", "S", "H", "C", "O", "H", "C", "H", "H", "H", "H", "Al", "H", "H", "Br", "C", "H", "O", "C", "H", "H", "C", "Br", "H", "C", "H", "C", "O", "C", "H", "F", "H", "F", "S", "H", "H", "H", "H", "C", "C", "H", "C", "H", "Br", "F", "C", "N", "H", "H", "H", "C", "C", "Br", "N", "C", "H", "C", "H", "O", "O", "C", "O", "H", "H", "H", "F", "C", "Be", "C", "H", "C", "C", "C", "H", "H", "C", "H", "O", "H", "H", "C", "H", "N", "H", "H", "C", "S", "C", "O", "H", "H", "P", "H", "C", "F"], "xyz": [[1.6253, 2.5426, -2.1229], [0.2505, 1.9867, 4.8094], [-0.6225, 0.8287, 6.6679], [-4.8063, 2.5180, -5.8716], [1.2637, 5.9333, 3.2699], [-0.4514, 4.5850, 4.3355], [-2.8374, 0.4521, -11.4818], [4.4614, 6.6891, -3.9758], [5.1284, -3.3270, 3.8760], [0.6683, -3.4757, 2.5728], [0.9432, 4.9025, 3.6826], [-5.4592, 0.9060, -6.1652], [-0.9586, 3.5577, -8.7231], [-1.3071, 1.1265, -9.6723], [6.5003, -2.3323, 2.9352], [5.5568, -4.8412, 2.8353], [-2.3213, 2.5428, -11.8493], [2.5257, -4.4692, 1.7627], [-2.8806, -1.9924, 4.4489], [0.6748, -3.4908, -0.6016], [-4.0106, 1.0589, -4.1184], [4.5158, 6.0136, -3.1226], [2.0666, 0.3051, 8.0897], [-3.2121, 4.3971, -11.1249], [-4.0531, 1.6201, -10.9447], [-1.5705, 1.7180, 0.3844], [4.6990, -4.0540, 1.3744], [5.3599, -2.5221, 3.0386], [1.9271, -1.2906, 4.8172], [1.0661, -0.6245, 2.0371], [0.0653, -4.2384, 0.9705], [-1.5401, 1.4272, -4.3783], [3.0556, -2.3693, 1.6194], [-0.4544, -0.6510, 4.9703], [2.8079, -2.1909, 0.5230], [2.1901, 3.0924, -1.3670], [-3.8303, -2.0531, 4.1770], [3.2533, 3.0407, -1.6088], [-0.3334, 0.4812, -0.1761], [-2.8504, 2.7140, -12.7891], [-3.8022, -1.0355, -3.9934], [-2.2457, 1.9074, 2.8628], [0.9241, -2.3776, -0.5742], [6.1234, 6.4679, -2.1399], [-2.2713, 1.7935, -5.1084], [5.1928, -2.2847, 0.7897], [0.5768, -5.6967, 0.9040], [-0.7818, 3.1681, 4.8968], [3.1324, -1.3466, 2.1149], [-0.1785, -1.4830, 1.0598], [2.5488, -0.5680, 6.0673], [4.5907, 4.2080, -3.8336], [3.0076, 3.8513, 3.0817], [0.2793, -2.9989, 5.7409], [-3.3317, -2.9659, 1.3415], [-2.3041, 3.8072, -10.9878], [-0.1269, -5.7969, 5.5922], [-2.0622, -2.5447, -3.9531], [2.4937, -2.3069, 4.8270], [-2.6649, -4.3614, -5.3807], [-3.5972, -1.5299, 2.0333], [-0.3883, -3.8097, 7.9060], [-2.2556, 3.2537, -9.2878], [-3.1235, -2.8008, -4.1037], [1.2235, -2.9486, 6.4234], [-4.1255, 1.5201, -7.1560], [-1.6477, -2.1746, -4.8941], [-0.9085, -3.0729, 6.7635], [1.9551, -0.6918, 7.5316], [2.3904, 1.4689, 4.0561], [-1.9333, -1.4833, -2.8791], [0.8880, -1.0871, 7.5829], [3.0844, -2.0233, 8.5463], [-1.4099, -1.8971, 7.3415], [0.3929, -1.7254, 4.6995], [1.7499, 2.0291, 1.0620], [-2.9044, 0.9917, -8.8763], [-2.1440, -0.0955, 0.1154], [2.8767, -3.7358, 3.3578], [1.9796, 3.7182, 3.5786], [-2.3311, 1.5066, -9.6473], [2.9159, 6.3083, -2.0630], [-2.8106, -2.1591, 1.7524], [4.6291, -2.9073, 1.5875], [-0.1676, 1.2655, 2.1472], [-0.2532, 0.5872, 5.4690], [-1.2953, 2.2529, -12.0985], [-1.3954, -4.5264, 0.7848], [2.0943, -5.1203, 5.2454], [2.2332, -3.5109, 2.3969], [-3.4902, 3.6423, -8.6404], [-3.1212, 0.5094, 2.0970], [1.5917, -4.0607, -0.9770], [-1.5207, -3.4454, -3.6547], [-2.0454, -3.8656, 6.4139], [-3.5346, 0.9221, -5.1222], [-0.3588, 3.2716, 2.5058], [1.6108, 2.2909, 4.1553], [-1.4269, 4.4218, -11.1929], [1.9445, 2.4971, -0.0138], [-0.0511, -0.9609, 2.0933], [-0.8802, 0.3495, 2.0220], [4.8928, -1.5399, 3.4445], [2.1726, -0.6491, 3.9030], [-2.2048, 0.7371, 2.7718], [-2.4306, 0.3603, 3.8133], [-3.1844, -0.3173, -5.5243], [-2.5215, 2.8224, -4.8304], [-1.7791, 1.8324, -6.0863], [-1.2937, 0.5904, 0.4309], [2.6076, 0.5728, 5.8445], [-1.8353, -0.6441, -2.0341], [-1.8303, 3.0134, 5.3581], [-0.1581, -3.6142, -1.3964], [-0.0862, -2.1444, 3.1527], [0.6619, -4.6643, 4.9421], [-2.9771, 1.4338, -11.0248], [0.1832, -4.5946, 3.4088], [1.8731, 4.1402, -1.3742], [-1.2191, 5.4414, 4.3823], [-1.9511, -2.7299, 3.2355], [3.6709, -0.8619, 6.1445], [-4.5340, 1.4927, -6.1397], [0.7881, 6.1054, 1.8201]], "forces_ev_per_angstrom": [[0.038, -0.038, 0.140], [0.222, 2.515, -2.017], [1.429, -1.164, -5.231], [0.028, -0.099, -0.123], [-0.814, -1.206, 0.428], [1.598, -2.378, -1.333], [-0.030, 0.090, 0.068], [-0.028, -0.219, 0.210], [-0.065, 5.422, -0.410], [0.103, 0.573, 1.391], [0.595, -3.438, 1.553], [0.123, -0.039, 0.039], [-0.443, 0.007, 0.420], [-0.060, 0.093, 0.053], [-1.927, -0.528, 0.287], [4.833, -13.557, 2.265], [0.128, -0.141, -0.178], [-1.288, 1.602, 1.200], [0.633, 0.588, -1.382], [0.557, 1.252, -1.402], [-0.595, -0.638, 1.133], [0.204, 0.240, 0.007], [-0.319, -1.696, -0.863], [0.079, -0.038, 0.168], [0.084, -0.056, 0.022], [0.068, -1.793, -0.278], [-1.890, 4.711, -2.448], [-1.542, 4.064, 1.292], [0.621, -1.530, -0.591], [-1.790, -0.292, -0.015], [-3.060, -8.557, -3.509], [-0.060, -0.076, -0.083], [1.755, -0.250, -0.221], [-0.586, 1.054, -0.287], [-0.146, -0.425, 1.539], [-0.325, -0.582, 0.998], [1.011, -0.119, 0.459], [-0.087, 0.055, 0.111], [-1.474, -0.041, 0.547], [0.077, 0.007, 0.118], [1.079, 1.229, -2.789], [0.074, -1.736, -0.154], [-0.372, -1.449, 0.238], [-0.444, -0.184, -0.206], [-0.100, 0.317, 0.698], [-0.913, -1.198, 1.208], [1.125, 4.811, 0.885], [2.101, 0.081, -1.570], [-0.460, -1.434, -0.535], [-0.088, 0.861, 1.829], [0.835, 1.959, 0.585], [0.018, 0.235, 0.073], [-1.944, -0.102, 0.864], [1.002, 1.360, 0.349], [1.183, 0.401, 0.481], [-0.024, 0.233, -0.527], [0.940, 4.778, -2.798], [1.752, 0.756, 0.540], [-0.867, 1.732, -0.685], [-0.187, 1.043, 0.739], [1.051, -0.287, -0.188], [-0.691, 1.898, -2.818], [0.358, 0.085, -0.499], [-1.035, -1.513, -0.496], [-1.721, -0.069, -0.959], [0.271, -0.101, 0.392], [-0.017, -0.053, 0.052], [-2.744, -2.839, 3.944], [0.037, -0.078, 0.091], [-1.270, 1.294, 0.039], [0.705, 1.933, 2.198], [1.498, 0.818, 0.053], [-0.818, 0.626, -0.588], [1.602, -2.210, -2.156], [1.896, -0.902, -0.861], [0.280, 1.651, -3.672], [0.087, 0.090, 0.030], [1.388, 1.081, 0.673], [-2.109, 0.666, -1.304], [-3.551, -1.369, 1.535], [-0.049, -0.447, -0.121], [0.374, 0.343, -0.186], [-0.854, 0.183, 1.039], [-1.354, 3.073, -0.720], [-0.394, -1.350, 0.269], [-0.743, 2.898, 5.948], [-0.104, 0.030, 0.021], [1.782, 3.437, 1.024], [-2.609, 3.698, -2.481], [2.749, -0.978, -0.741], [0.252, -0.107, 0.387], [1.544, 0.239, 1.279], [-1.320, 0.633, 0.871], [-0.397, -0.135, 0.005], [2.960, 2.429, 0.041], [0.785, 4.610, -2.712], [1.956, 0.768, 2.435], [-1.951, 2.534, -0.328], [-0.128, 0.028, 0.221], [-0.494, -0.904, 2.317], [2.789, -0.773, -1.111], [-1.183, 1.676, -2.096], [0.884, -1.315, -1.059], [-0.145, -1.126, 1.098], [-1.420, 0.832, -0.047], [0.536, 0.219, -1.228], [-0.483, -4.832, 2.589], [0.016, -0.085, -0.102], [-0.295, -0.177, -0.008], [1.094, 0.830, 1.574], [-0.280, -1.867, 0.427], [-0.952, -2.760, -3.589], [2.001, 0.099, -0.833], [1.148, -0.151, 1.787], [-0.538, 1.549, 0.108], [0.498, -8.083, 5.472], [-0.205, -0.049, -0.132], [1.622, 1.264, 0.169], [0.103, -0.299, 0.158], [1.280, -1.610, -0.002], [-2.708, -2.160, -0.283], [-1.977, 0.369, -0.322], [-0.916, 0.519, 0.662], [-0.459, -0.839, -0.568]], "charge": 3, "largest_force_ha_per_bohr": 0.2833, "e_tot_ev": -408307.9415}

---

{"formula": "C36H58EuN5O6S", "method": "wB97M-V/def2-TZVPD", "species": ["C", "C", "H", "C", "H", "H", "N", "H", "H", "O", "N", "H", "H", "H", "H", "C", "C", "H", "H", "H", "H", "C", "H", "H", "C", "H", "C", "H", "H", "C", "O", "C", "H", "C", "Eu", "H", "H", "H", "N", "H", "H", "C", "O", "H", "C", "C", "C", "H", "H", "H", "H", "C", "H", "C", "H", "H", "H", "O", "H", "H", "H", "C", "H", "C", "C", "H", "H", "O", "C", "H", "H", "O", "H", "H", "C", "C", "H", "C", "H", "H", "H", "H", "C", "H", "C", "C", "C", "H", "C", "C", "C", "C", "H", "H", "C", "C", "S", "H", "H", "N", "H", "H", "H", "H", "C", "N", "C"], "xyz": [[0.5969, -1.9173, 2.7461], [-1.7370, 0.7771, -1.5386], [0.8050, -2.5080, -6.1286], [-1.7524, 4.6074, 2.0605], [1.2459, -2.4696, 3.4181], [-0.3059, 6.2207, 2.2637], [1.8735, 1.9265, 1.8688], [-3.3924, 2.4714, 2.2755], [-3.8452, 1.1056, -1.1011], [1.9040, 3.4929, -1.3300], [-2.5756, 1.6754, 0.5424], [1.2636, -5.2345, -2.4068], [-1.8747, -8.1913, -2.8541], [-5.2899, 1.7365, 0.8006], [0.3862, 4.5212, 3.5904], [-2.3875, 4.8657, 3.4233], [-2.8773, 1.5791, -0.9058], [-0.1941, 1.1936, 2.3793], [-5.4417, 3.3529, 1.4544], [-4.9811, 3.1394, -0.2256], [2.1567, -0.4040, 4.3303], [2.5467, 0.9288, 2.7390], [2.7082, -0.6373, 1.2561], [3.4941, -0.3016, -4.4343], [1.5581, 0.2788, 3.7268], [1.0612, -1.8608, 1.7682], [0.3251, 3.5162, 3.1728], [-0.8635, 0.2293, 5.0129], [-0.3984, -6.5835, -5.7909], [0.3017, -0.5232, 3.2951], [0.3059, 2.6409, -0.0272], [2.5597, 2.1913, 0.5951], [3.5423, -1.2766, -2.9507], [3.3317, -2.4534, -0.7097], [0.2754, 0.5496, -0.4167], [-2.3103, 4.1624, 0.0301], [-2.1552, -0.9192, 2.7146], [0.7479, 1.2411, -4.3120], [-0.7642, 3.4800, 2.1703], [-0.4615, -8.0479, -3.9288], [1.2214, 1.0587, 4.4127], [3.9486, -3.5535, -1.2431], [-1.5847, -0.4432, -1.2312], [2.3597, 1.9298, -4.7143], [-2.7839, 0.3662, 1.1841], [0.3667, -3.3001, -5.5438], [-4.8615, 2.7367, 0.7742], [4.2121, 0.2832, 1.5034], [-0.3352, -2.4707, 2.6452], [-1.2823, -1.4193, 4.5450], [0.6187, -4.7791, -7.0697], [2.9147, -0.6581, -3.5854], [3.9156, -1.6724, -0.2463], [-3.3920, 2.7295, 1.2108], [3.6878, -0.8772, 2.7052], [-0.5301, 5.6455, 0.6082], [1.8886, 4.0228, 1.8330], [-1.3329, -6.2956, -3.2308], [-0.3166, 3.3454, 1.2043], [3.4457, 2.8306, 0.7066], [-2.5350, -0.4181, 0.4620], [-0.6496, -4.0877, -3.5207], [-1.6661, 5.2647, 4.1315], [1.6223, 1.7637, -3.9316], [1.8378, -4.4395, -1.9605], [2.8820, 1.2616, 0.1111], [2.4438, 3.3474, 3.3527], [1.3503, -1.2298, -0.3103], [-0.7943, -5.3743, -4.0598], [-3.5924, 4.8562, 1.0082], [-2.8271, 3.9696, 3.8538], [-0.8400, 1.3767, -2.1583], [2.0513, -1.2251, -3.9218], [3.2804, 1.4583, 3.3702], [-0.4689, -0.7056, 4.6213], [1.1602, -3.3394, -1.3840], [-2.1036, -7.7039, -4.5544], [-1.0361, 5.8505, 1.5486], [-2.8682, 2.5734, -1.3545], [3.6953, -5.4214, -2.2703], [-3.1741, 5.6078, 3.3253], [0.0987, 2.8322, 3.9911], [-2.7789, 4.1327, 1.0132], [-1.7537, 6.6491, 1.3814], [3.1970, -4.5552, -1.8712], [1.9274, -2.2979, -0.7694], [-1.9339, 0.1115, 2.4334], [-2.2766, 0.7461, 3.2629], [-1.4444, -7.6340, -3.6850], [0.2550, -4.5767, -6.0747], [-0.3276, -5.6023, -5.3525], [-0.2514, -3.2936, -1.3062], [1.3319, 2.7104, -3.4844], [-0.0358, -2.0755, -3.8140], [-0.0848, -3.0589, -4.2618], [1.6999, 3.2250, 2.5545], [2.3914, 0.7922, -2.6057], [-3.8356, 0.2276, 1.4724], [5.0223, -3.6448, -1.1767], [-0.4713, 0.2236, 2.2393], [0.2197, -1.0991, 5.3638], [-2.0350, -3.9731, -1.9736], [-1.3466, 2.6487, 2.2851], [-0.7017, -2.8096, -0.4428], [3.3346, -0.1382, 1.9892], [-1.0571, -3.8183, -2.1933], [1.5430, 2.8559, -0.3701]], "forces_ev_per_angstrom": [[0.135, 0.256, -0.060], [-2.917, 0.535, -1.468], [0.029, 0.112, -0.054], [-0.344, 0.416, 0.054], [0.042, -0.126, 0.134], [0.087, 0.056, 0.106], [0.644, -0.092, -0.023], [0.090, 0.007, 0.032], [0.028, -0.040, 0.020], [0.013, -0.076, 0.161], [0.058, -0.429, -0.094], [-0.031, -0.099, -0.070], [0.041, 0.042, -0.133], [-0.055, -0.049, -0.026], [-0.104, -0.057, 0.044], [0.088, -0.049, -0.142], [0.066, -0.059, -0.197], [-0.035, -0.271, -0.217], [-0.047, 0.106, 0.070], [-0.019, 0.080, -0.177], [-0.027, 0.037, 0.141], [0.103, -0.308, 0.313], [0.137, -0.058, 0.022], [-0.021, 0.029, 0.015], [0.137, 0.145, -0.269], [0.069, -0.071, 0.046], [0.536, 0.138, 0.380], [-0.019, 0.154, 0.029], [-0.047, -0.122, -0.030], [0.196, -0.251, 0.255], [-0.334, 1.918, -0.136], [-0.404, 0.127, 0.028], [-0.014, -0.016, -0.072], [-0.352, 0.257, 0.161], [1.791, -1.745, 1.781], [0.038, 0.078, -0.137], [-0.029, 0.118, 0.070], [0.014, 0.037, -0.043], [0.057, -0.155, -0.660], [-0.076, 0.043, 0.010], [-0.067, 0.026, 0.097], [-0.226, -0.077, -0.025], [-0.212, -0.468, -0.075], [-0.027, 0.008, 0.017], [0.068, -0.342, 0.324], [0.084, -0.003, -0.005], [0.198, -0.216, 0.165], [0.055, -0.018, -0.095], [-0.113, -0.118, 0.003], [-0.111, -0.062, -0.029], [0.020, -0.016, -0.104], [-0.235, 0.274, 0.380], [0.023, 0.075, 0.021], [-0.115, 0.283, -0.114], [-0.004, -0.052, 0.023], [0.059, 0.002, -0.170], [0.054, 0.046, 0.013], [0.058, 0.484, 0.076], [-0.370, -0.173, 0.544], [-0.080, -0.107, -0.251], [-0.318, 0.295, 0.353], [0.148, -0.436, -0.963], [0.088, 0.008, 0.077], [0.115, -0.079, 0.265], [0.041, 0.014, 0.190], [0.136, 0.057, 0.157], [-0.053, -0.025, -0.081], [0.386, -1.034, 0.086], [0.091, 0.265, 0.149], [0.056, 0.136, -0.026], [-0.089, -0.157, 0.061], [-0.408, 0.542, -0.769], [0.027, -0.079, -0.070], [-0.119, -0.026, -0.037], [0.048, 0.007, -0.174], [0.945, 0.524, 0.128], [0.048, 0.020, 0.066], [0.056, -0.192, 0.073], [0.004, -0.112, 0.062], [0.037, -0.152, -0.088], [-0.086, 0.067, -0.065], [-0.131, 0.057, -0.060], [-0.064, -0.225, 0.153], [-0.091, 0.024, -0.014], [0.060, -0.059, -0.077], [0.378, -1.128, -0.344], [-0.381, 0.073, -0.240], [0.060, -0.110, 0.005], [-0.051, -0.428, -0.104], [-0.030, 0.111, 0.053], [-0.112, -0.211, 0.209], [-0.449, -0.080, -0.039], [-0.033, 0.009, -0.082], [0.038, 0.091, -0.010], [-0.270, -0.154, 0.036], [-0.354, -0.023, 0.011], [0.184, -0.098, -0.587], [0.041, -0.021, -0.050], [0.097, -0.030, -0.017], [-0.294, 0.419, 0.095], [0.084, -0.040, 0.071], [0.058, 0.195, 0.114], [0.233, 0.001, 0.017], [-0.115, -0.162, -0.064], [-0.142, 0.218, 0.019], [0.030, 0.203, 0.665], [1.518, 1.567, 0.189]], "charge": 2, "largest_force_ha_per_bohr": 0.0643, "multiplicity": 7, "e_tot_ev": -88161.8886}